Record 1
ORCA calculation (ωB97M-V with the def2-TZVPD basis set) on a cluster of 2 separate species, C6H8O2 in total.

Energy above the lowest of the compared OMol25 structures with the same formula, charge and spin (eV): 4.601
Total energy (Eh): -383.7410
SMILES: C=C=CO.CC=C=O
Highest occupied orbital energy (eV): -8.697
Strongest force on any atom (eV/A): 5.3

Each line ends with the Mulliken charge.
Cartesian coordinates (Å):
C (1.40, -1.87, 0.71)  -0.794
C (1.56, -0.78, 0.09)  -0.008
C (1.68, 0.43, -0.41)  0.104
O (2.91, 0.99, -0.53)  -0.520
H (1.43, -2.89, 0.36)  0.275
H (1.31, -1.95, 1.74)  0.253
H (0.87, 0.90, -0.78)  0.374
H (3.69, 0.57, -0.17)  0.308
C (-2.07, 1.57, -0.20)  -1.063
C (-1.86, 0.13, 0.23)  -0.623
C (-1.59, -0.96, -0.36)  0.776
O (-1.33, -2.01, -0.83)  -0.416
H (-2.91, 2.07, 0.35)  0.302
H (-2.27, 1.48, -1.23)  0.358
H (-1.20, 2.07, -0.17)  0.319
H (-1.63, 0.25, 1.21)  0.356

***

Record 2
ORCA calculation (ωB97M-V with the def2-TZVPD basis set) on a structure of composition C20H64BeF3N20O18.

Total energy (Eh): -3564.0418
Highest occupied orbital energy (eV): -10.495
Strongest force on any atom (eV/A): 11.1
Total charge: +1

Each line ends with the Mulliken charge.
Cartesian coordinates (Å):
Be (2.10, -2.15, -2.99)  1.158
C (-0.11, -0.32, -0.85)  -0.117
O (0.70, -1.08, -0.05)  -0.011
O (-0.01, -0.99, -2.13)  0.008
C (-1.53, 0.22, -0.27)  0.393
F (-2.45, 0.39, -1.26)  -0.269
F (-1.97, -0.59, 0.65)  -0.481
F (-1.51, 1.42, 0.37)  0.267
C (1.56, -0.41, 0.92)  1.107
C (2.09, -1.54, 1.81)  -1.309
H (2.82, -1.14, 2.51)  0.538
H (1.18, -1.84, 2.33)  -0.225
H (2.37, -2.42, 1.22)  0.322
H (1.01, 0.26, 1.58)  0.001
H (2.35, 0.22, 0.52)  -0.889
H (0.44, 0.61, -0.99)  0.043
C (-2.10, -4.55, 3.23)  -0.687
C (-1.67, -3.13, 3.62)  -0.025
O (-2.62, -2.13, 3.27)  -0.356
O (-1.72, -4.96, 1.92)  -0.548
H (-3.16, -4.76, 3.39)  0.413
H (-1.46, -5.14, 3.89)  0.283
H (-0.78, -2.84, 3.06)  -0.099
H (-1.41, -3.15, 4.68)  0.277
H (-3.48, -2.54, 3.38)  0.258
H (-2.39, -4.50, 1.40)  0.256
C (-3.00, 2.06, -5.41)  -0.830
C (-3.01, 1.65, -3.97)  1.028
O (-4.41, 1.43, -3.55)  -0.536
O (-3.08, 1.01, -6.31)  -0.555
H (-2.07, 2.60, -5.61)  0.242
H (-3.79, 2.76, -5.70)  0.487
H (-2.54, 2.28, -3.23)  -0.235
H (-2.58, 0.65, -3.87)  -0.195
H (-4.96, 1.34, -4.33)  0.287
H (-2.92, 1.39, -7.18)  0.317
C (4.97, -2.58, 5.47)  -0.509
C (3.68, -3.40, 5.20)  -0.235
O (2.54, -2.64, 5.70)  -0.390
O (4.94, -1.33, 4.76)  -0.530
H (5.86, -3.18, 5.29)  0.345
H (5.11, -2.29, 6.51)  0.310
H (3.82, -4.33, 5.75)  0.393
H (3.54, -3.53, 4.12)  0.133
H (1.78, -3.20, 5.87)  0.219
H (4.18, -0.77, 4.94)  0.298
C (0.30, -4.44, -0.96)  0.378
O (0.97, -4.08, -1.86)  -0.565
N (-0.19, -3.68, -0.03)  0.359
N (-0.42, -5.56, -0.95)  -0.258
H (0.11, -2.72, -0.08)  -0.047
H (-0.65, -4.17, 0.72)  0.540
H (-0.16, -6.32, -1.57)  0.245
H (-0.78, -5.80, -0.04)  0.146
C (3.26, 3.20, 1.62)  0.489
O (2.57, 2.82, 2.44)  -0.652
N (2.94, 3.04, 0.34)  -0.187
N (4.40, 3.84, 1.73)  -0.397
H (2.02, 2.66, 0.18)  -0.306
H (3.39, 3.59, -0.38)  0.296
H (4.83, 4.31, 0.94)  0.155
H (4.80, 4.06, 2.63)  0.251
C (-2.78, 1.57, 4.12)  0.410
O (-3.12, 2.53, 4.73)  -0.724
N (-2.38, 0.45, 4.73)  -0.215
N (-2.32, 1.66, 3.00)  0.101
H (-2.25, -0.32, 4.09)  0.092
H (-2.52, 0.30, 5.72)  0.263
H (-2.50, 2.52, 2.51)  0.415
H (-2.22, 0.83, 2.42)  -0.309
C (1.59, 3.16, -3.57)  0.475
O (2.15, 2.91, -2.53)  -0.469
N (0.38, 2.81, -3.85)  -0.115
N (2.03, 3.79, -4.61)  -0.378
H (0.01, 2.98, -4.78)  0.101
H (-0.10, 2.15, -3.26)  -0.039
H (1.35, 3.96, -5.34)  0.093
H (2.83, 4.40, -4.53)  0.264
C (1.51, 0.62, 5.19)  0.679
O (2.72, 0.70, 5.41)  -0.843
N (0.95, 1.24, 4.23)  -0.010
N (0.71, -0.07, 6.01)  -0.260
H (-0.06, 1.36, 4.25)  0.152
H (1.56, 1.78, 3.63)  0.140
H (1.15, -0.55, 6.78)  0.227
H (-0.30, -0.09, 5.89)  0.167
C (-0.53, 5.02, -0.64)  0.606
O (-0.14, 6.09, -1.06)  -0.775
N (-0.79, 4.00, -1.40)  0.243
N (-0.76, 4.71, 0.59)  0.016
H (-0.57, 4.11, -2.38)  0.087
H (-1.23, 3.18, -1.02)  -0.320
H (-0.70, 5.39, 1.33)  0.210
H (-1.15, 3.83, 0.89)  -0.230
C (-0.31, -1.68, -5.72)  0.438
O (0.60, -2.34, -5.10)  -0.660
N (-0.27, -1.70, -6.99)  -0.337
N (-1.22, -0.88, -5.21)  -0.051
H (0.50, -2.28, -7.29)  0.274
H (-0.96, -1.23, -7.57)  0.170
H (-1.20, -0.76, -4.21)  -0.045
H (-1.99, -0.46, -5.69)  0.230
C (4.60, -0.28, -1.41)  0.598
O (3.55, -0.41, -1.97)  -0.448
N (5.58, -1.19, -1.55)  -0.485
N (4.84, 0.74, -0.62)  -0.150
H (6.49, -0.77, -1.45)  0.198
H (5.51, -1.92, -2.24)  0.205
H (4.17, 1.47, -0.41)  0.149
H (5.75, 0.97, -0.26)  0.240
C (-3.01, -4.10, -2.93)  0.627
O (-4.03, -4.74, -2.80)  -0.712
N (-2.54, -3.19, -2.13)  0.057
N (-2.00, -4.41, -3.71)  -0.172
H (-2.90, -3.16, -1.19)  0.141
H (-1.60, -2.86, -2.29)  -0.275
H (-1.15, -3.90, -3.51)  -0.026
H (-2.17, -4.97, -4.53)  0.224
C (-3.91, 4.04, 0.53)  0.701
O (-3.35, 3.68, 1.52)  -0.688
N (-4.23, 5.20, 0.14)  -0.399
N (-4.18, 3.24, -0.48)  -0.249
H (-4.52, 5.38, -0.81)  0.143
H (-3.96, 5.97, 0.74)  0.253
H (-4.03, 2.24, -0.40)  0.091
H (-4.29, 3.68, -1.38)  0.101

***

Record 3
ORCA calculation (ωB97M-V with the def2-TZVPD basis set) on a structure of composition C9H18BCl2O3Pt.

Total energy (Eh): -1643.4628
Highest occupied orbital energy (eV): -11.264
Strongest force on any atom (eV/A): 2.4
Total charge: +1

Each line ends with the Mulliken charge.
Cartesian coordinates (Å):
C (-1.15, 2.49, 2.46)  -1.108
C (-0.38, 2.89, 1.14)  -0.336
C (0.14, 1.58, 0.51)  -0.271
O (1.20, 0.87, 1.15)  -0.336
B (1.63, -0.03, 0.11)  0.298
C (2.05, -1.53, 0.59)  -0.160
Cl (3.43, -2.19, -0.40)  -0.118
C (0.89, -2.59, 0.50)  0.096
C (0.97, -3.46, 1.80)  -1.360
Cl (-0.77, -1.86, 0.47)  -0.166
O (0.97, 0.18, -1.14)  -0.443
C (0.36, 1.48, -1.03)  0.334
C (-1.00, 1.46, -1.84)  -0.790
O (-0.77, 0.67, -2.98)  -0.371
C (-1.44, -0.57, -2.87)  -0.874
H (-1.09, 3.27, 3.22)  0.362
H (-0.65, 1.56, 2.82)  0.266
H (-2.19, 2.20, 2.25)  0.330
H (0.41, 3.60, 1.40)  0.396
H (-1.13, 3.35, 0.47)  0.290
H (-0.72, 0.88, 0.68)  0.258
H (2.74, 0.45, -0.14)  0.315
H (2.44, -1.53, 1.63)  0.400
H (1.04, -3.22, -0.39)  0.480
H (0.09, -4.11, 1.89)  0.384
H (0.99, -2.73, 2.64)  0.377
H (1.93, -4.00, 1.81)  0.357
H (0.93, 2.28, -1.53)  0.340
H (-1.29, 2.49, -2.12)  0.400
H (-1.77, 1.05, -1.17)  0.397
H (-2.45, -0.50, -2.35)  0.241
H (-1.57, -1.05, -3.93)  0.257
H (-0.79, -1.25, -2.28)  0.479
Pt (-3.04, -2.13, -3.36)  0.276

***

Record 4
ORCA calculation (ωB97M-V with the def2-TZVPD basis set) on an isolated molecule of C3H6ClFO.

Energy above the lowest of the compared OMol25 structures with the same formula, charge and spin (eV): 0.692
Total energy (Eh): -753.1820
SMILES: O[C@@H](CF)CCl
Highest occupied orbital energy (eV): -10.753
Strongest force on any atom (eV/A): 2.8

Each line ends with the Mulliken charge.
Cartesian coordinates (Å):
O (-0.37, 1.31, -0.89)  -0.480
C (-0.15, 0.44, 0.19)  0.191
C (-0.89, -0.83, -0.21)  -0.657
F (-2.20, -0.49, -0.41)  -0.269
C (1.28, 0.33, 0.59)  -0.442
Cl (2.29, -0.40, -0.65)  -0.193
H (-0.87, 0.82, -1.49)  0.336
H (-0.70, 0.77, 1.10)  0.171
H (-0.52, -1.29, -1.11)  0.379
H (-0.86, -1.59, 0.54)  0.361
H (1.68, 1.35, 0.88)  0.317
H (1.28, -0.41, 1.47)  0.285

***

no.,LUMO energy (eV)
1,0.6
2,-6.1
3,-8.5
4,0.9